Molecular formula: C40H106N3O16Zr
Method: DFT, ωB97M-V with the def2-TZVPD basis set

Last column: Löwdin charge in e.
Geometry (Å):
Zr  14.4131  -3.4377  -28.6456  2.045
C  10.6640  -4.6987  -28.1015  -0.038
C  11.0538  -5.1013  -26.6799  -0.440
C  10.2428  -6.4062  -26.4151  -0.141
C  10.6617  -7.2319  -25.2232  -0.151
C  12.1689  -7.4379  -25.2814  -0.129
C  12.9870  -6.1558  -25.4297  -0.465
N  12.4935  -5.3892  -26.5766  -0.110
O  13.2662  -4.3386  -26.9779  -0.285
C  14.4253  -6.6381  -25.6764  -0.014
C  12.9056  -5.3333  -24.1317  -0.019
C  10.5405  -4.0192  -25.6873  -0.013
H  9.5742  -4.6711  -28.1612  0.082
H  11.0113  -5.4569  -28.8053  0.070
H  11.0565  -3.7216  -28.3882  0.049
H  10.2736  -7.0201  -27.3183  0.079
H  9.1850  -6.1275  -26.3788  0.111
H  10.1879  -8.2072  -25.3627  0.101
H  10.3327  -6.8424  -24.2589  0.098
H  12.3819  -8.1788  -26.0527  0.110
H  12.4725  -7.8412  -24.3121  0.108
H  14.5694  -7.1408  -26.6341  0.064
H  14.7378  -7.3439  -24.9034  0.074
H  15.1627  -5.8299  -25.6409  0.065
H  13.4049  -5.8328  -23.3001  0.094
H  11.8862  -5.0620  -23.8640  0.056
H  13.3956  -4.3648  -24.2459  0.051
H  9.9854  -4.3134  -24.7979  0.049
H  9.8650  -3.3621  -26.2456  0.086
H  11.3119  -3.3250  -25.3430  0.059
C  12.2383  0.2161  -29.5031  -0.022
C  11.4285  -0.7249  -30.4183  -0.498
C  11.0360  0.1485  -31.6291  -0.126
C  10.4797  -0.6605  -32.7991  -0.176
C  11.4208  -1.7873  -33.1773  -0.142
C  11.7786  -2.7003  -32.0010  -0.490
N  12.1884  -1.8829  -30.8613  -0.121
O  12.6883  -2.6294  -29.7990  -0.346
C  12.9881  -3.5225  -32.4857  -0.024
C  10.5834  -3.6136  -31.6826  -0.019
C  10.1418  -1.0469  -29.6465  -0.022
H  13.0605  0.6492  -30.0752  0.091
H  12.6273  -0.3167  -28.6377  0.035
H  11.5913  1.0053  -29.1254  0.094
H  11.8813  0.7388  -31.9881  0.121
H  10.2207  0.8157  -31.3459  0.124
H  10.2732  -0.0532  -33.6817  0.118
H  9.5108  -1.0938  -32.5314  0.101
H  12.3143  -1.3692  -33.6484  0.124
H  10.9456  -2.4050  -33.9438  0.129
H  13.2046  -4.2672  -31.7144  0.046
H  13.8229  -2.8666  -32.7203  0.090
H  12.7216  -4.1218  -33.3573  0.094
H  10.6092  -4.5117  -32.3080  0.082
H  9.6249  -3.1566  -31.9291  0.067
H  10.5268  -3.9610  -30.6496  0.059
H  10.3831  -1.7158  -28.8130  0.065
H  9.4131  -1.6164  -30.2292  0.062
H  9.6386  -0.1691  -29.2455  0.091
C  15.9659  -2.9343  -24.9760  -0.037
C  17.3325  -3.2044  -25.6055  -0.490
C  18.0758  -3.9075  -24.4331  -0.130
C  19.3799  -4.5629  -24.8590  -0.169
C  19.2059  -5.5034  -26.0635  -0.125
C  18.4359  -4.8750  -27.2358  -0.494
N  17.2761  -4.1311  -26.7278  -0.107
O  16.3793  -3.8179  -27.7315  -0.357
C  18.0321  -6.0447  -28.1364  -0.038
C  19.4577  -4.0181  -28.0338  -0.020
C  17.9745  -1.8706  -25.9765  -0.023
H  15.3566  -3.8414  -24.9994  0.061
H  15.3970  -2.2787  -25.6381  0.043
H  15.9587  -2.4826  -23.9877  0.103
H  17.4344  -4.6015  -23.8891  0.102
H  18.4401  -3.1816  -23.7001  0.127
H  19.8371  -5.1006  -24.0260  0.114
H  20.0806  -3.7564  -25.0931  0.106
H  18.6991  -6.4172  -25.7473  0.097
H  20.2218  -5.7558  -26.3680  0.123
H  17.3206  -6.6932  -27.6213  0.065
H  18.9076  -6.6437  -28.3819  0.097
H  17.5650  -5.7050  -29.0622  0.075
H  19.8914  -3.2393  -27.4053  0.063
H  18.9594  -3.5105  -28.8594  0.082
H  20.3048  -4.6375  -28.3230  0.088
H  17.8269  -1.1089  -25.2051  0.091
H  17.5686  -1.4721  -26.9071  0.080
H  19.0623  -1.9270  -26.0317  0.070
C  7.2183  -7.3526  -28.0483  -0.157
O  6.8499  -7.9258  -26.7918  -0.116
H  7.1546  -8.0677  -28.8752  0.082
H  6.4217  -6.6385  -28.2441  0.073
H  8.2208  -6.9202  -28.0065  0.042
H  7.3781  -8.7229  -26.6759  0.063
C  7.9517  -4.4275  -22.9669  -0.163
O  7.1656  -5.2320  -22.0882  -0.117
H  7.3665  -3.5121  -23.0972  0.083
H  8.9173  -4.1682  -22.5370  0.066
H  8.1133  -4.8899  -23.9433  0.061
H  6.3399  -5.4033  -22.5496  0.077
C  10.6974  -9.0922  -28.7475  -0.156
O  11.1625  -10.3664  -29.2051  -0.118
H  10.1366  -9.2246  -27.8222  0.073
H  11.5970  -8.4953  -28.5931  0.063
H  10.1464  -8.5795  -29.5406  0.076
H  10.4359  -10.8456  -29.6126  0.080
C  7.2142  -3.6725  -30.1186  -0.164
O  6.7897  -5.0047  -30.3355  -0.115
H  7.3792  -3.0863  -31.0233  0.072
H  6.6111  -3.1305  -29.3861  0.087
H  8.1794  -3.7559  -29.6131  0.047
H  5.9239  -5.0133  -30.7548  0.085
C  12.0066  -7.4618  -31.7438  -0.073
O  11.6714  -6.3192  -30.9401  -0.172
H  11.7892  -8.3539  -31.1482  0.069
H  11.4678  -7.4557  -32.6885  0.097
H  13.0828  -7.4959  -31.9083  0.087
H  10.7291  -6.1551  -31.0392  0.084
C  13.1019  -1.2840  -26.3052  -0.086
O  14.1104  -1.5774  -27.2875  -0.269
H  13.0075  -0.1973  -26.2403  0.107
H  12.1011  -1.5808  -26.6193  0.082
H  13.2983  -1.6682  -25.3070  0.083
H  14.5723  -0.7419  -27.4238  0.120
C  11.2302  -7.5044  -21.5752  -0.174
O  11.2165  -7.5934  -20.1613  -0.102
H  10.7555  -8.3539  -22.0819  0.078
H  10.7544  -6.5749  -21.8939  0.069
H  12.2564  -7.5757  -21.9392  0.064
H  10.3574  -7.2658  -19.8789  0.079
C  14.3877  -10.5257  -24.7606  -0.153
O  14.0667  -11.9042  -24.5944  -0.109
H  15.3183  -10.4523  -25.3280  0.051
H  13.6482  -10.0393  -25.4098  0.060
H  14.4684  -9.9715  -23.8276  0.071
H  13.6249  -11.9484  -23.7416  0.073
C  16.7044  -9.6938  -27.5488  -0.153
O  15.9505  -9.5748  -28.7529  -0.117
H  16.0719  -9.2445  -26.7728  0.044
H  16.8977  -10.7093  -27.1908  0.088
H  17.6554  -9.1828  -27.6506  0.074
H  15.1160  -10.0398  -28.6439  0.078
C  17.2732  -7.6992  -23.7796  -0.160
O  16.5052  -8.6158  -23.0022  -0.116
H  16.7716  -6.7327  -23.8770  0.054
H  18.2818  -7.5021  -23.4089  0.083
H  17.3146  -8.1729  -24.7603  0.070
H  16.2858  -8.1674  -22.1781  0.083
C  10.2055  -11.9809  -25.5104  -0.139
O  9.4259  -10.8054  -25.2900  -0.141
H  9.6929  -12.7029  -26.1484  0.077
H  11.0902  -11.6822  -26.0747  0.069
H  10.5282  -12.4132  -24.5648  0.080
H  8.9741  -10.8619  -24.4457  0.074
C  14.4608  -6.6510  -29.2748  -0.075
O  13.7282  -5.4190  -29.4744  -0.278
H  15.2305  -6.5263  -28.5168  0.056
H  13.7622  -7.4064  -28.9101  0.086
H  14.8614  -7.0491  -30.2067  0.099
H  12.9699  -5.6804  -30.0580  0.052
C  12.4465  -2.5297  -22.1014  -0.159
O  11.8609  -1.2710  -22.3765  -0.107
H  12.7560  -2.5662  -21.0568  0.087
H  11.7443  -3.3668  -22.1694  0.067
H  13.2825  -2.7505  -22.7672  0.054
H  11.0962  -1.3844  -22.9451  0.067

Output
Orbital gap   6.2 eV
Energy relative to the best compared isomer or geometry (same formula, charge and spin)   0.0 kcal per mole
E_LUMO   -3.53 eV
Charge   +1
Multiplicity   1

Molecular formula: C40H106N6O4
Method: DFT, ωB97M-V with the def2-TZVPD basis set

Last column: Löwdin charge in e.
Geometry (Å):
C  -15.3748  18.5408  4.6825  -0.086
C  -15.5714  18.3687  3.1688  -0.266
N  -14.3136  18.0938  2.4760  -0.171
C  -14.5086  17.5124  1.1397  -0.257
C  -15.0698  18.5484  0.1477  -0.072
C  -13.2644  19.1568  2.5701  -0.223
C  -12.0198  18.6894  1.7907  -0.100
H  -14.8079  19.4616  4.8197  0.052
H  -14.8291  17.7138  5.1369  0.071
H  -16.3437  18.6640  5.1665  0.071
H  -16.2514  17.5338  2.9990  0.111
H  -16.1206  19.2339  2.7974  0.102
H  -13.6162  17.0233  0.7489  0.097
H  -15.1631  16.6416  1.1783  0.107
H  -14.3708  19.3834  0.1948  0.035
H  -15.1741  18.2118  -0.8838  0.076
H  -16.0182  18.8739  0.5752  0.066
H  -12.9100  19.3488  3.5829  0.084
H  -13.6513  20.0945  2.1712  0.080
H  -12.1159  18.6509  0.7057  0.066
H  -11.6003  17.7335  2.1044  0.084
H  -11.2672  19.4670  1.9206  0.037
C  -9.9193  19.0386  4.8481  -0.079
C  -9.9930  19.6698  6.2263  -0.246
N  -11.3616  19.9198  6.7463  -0.169
C  -11.4645  20.7156  8.0183  -0.227
C  -11.0842  22.1966  7.7317  -0.085
C  -12.2130  18.6759  6.8401  -0.245
C  -11.6935  17.6247  7.8101  -0.085
H  -10.2192  17.9907  4.8443  0.075
H  -8.8806  19.0164  4.5181  0.046
H  -10.5838  19.5578  4.1575  0.054
H  -9.4492  19.0537  6.9423  0.105
H  -9.4689  20.6198  6.1218  0.093
H  -12.4720  20.6264  8.4246  0.106
H  -10.8188  20.3304  8.8074  0.099
H  -9.9985  22.2836  7.6905  0.058
H  -11.5562  22.6809  6.8768  0.047
H  -11.3005  22.8245  8.5961  0.063
H  -12.2732  18.2625  5.8334  0.087
H  -13.1908  19.0531  7.1396  0.103
H  -10.7537  17.1556  7.5188  0.070
H  -12.4566  16.8631  7.9708  0.071
H  -11.5944  18.0849  8.7932  0.065
C  -4.2923  16.7044  3.4088  -0.069
C  -4.4818  16.7069  4.9390  -0.254
N  -4.0670  17.9445  5.6016  -0.206
C  -4.8743  19.0867  5.1186  -0.249
C  -6.3515  18.9959  5.4539  -0.087
C  -2.6279  18.1608  5.5190  -0.250
C  -2.1364  19.2040  6.5765  -0.079
H  -3.3257  17.1457  3.1661  0.067
H  -5.1260  17.2453  2.9611  0.056
H  -4.4748  15.6940  3.0427  0.071
H  -5.4873  16.4537  5.2751  0.105
H  -3.8645  15.9551  5.4307  0.104
H  -4.4697  20.0133  5.5261  0.104
H  -4.7867  19.2529  4.0449  0.105
H  -6.8273  19.9713  5.3529  0.052
H  -6.8928  18.4133  4.7084  0.055
H  -6.5475  18.5150  6.4123  0.085
H  -2.4544  18.5204  4.5048  0.099
H  -2.1130  17.2345  5.7740  0.112
H  -1.2098  18.9470  7.0897  0.063
H  -2.8917  19.2324  7.3619  0.069
H  -2.1328  20.1739  6.0790  0.055
C  -16.0619  23.1719  -0.2753  -0.092
C  -14.6606  22.6683  0.0739  -0.265
N  -13.7340  23.0815  -0.9731  -0.172
C  -13.8739  22.2949  -2.1768  -0.268
C  -12.9107  22.6109  -3.3339  -0.081
C  -12.2899  23.1941  -0.4409  -0.180
C  -11.5822  21.8235  -0.2331  -0.064
H  -16.7658  23.1778  0.5569  0.068
H  -16.4939  22.5066  -1.0228  0.057
H  -16.0217  24.1446  -0.7657  0.079
H  -14.4379  23.2440  0.9723  0.101
H  -14.6353  21.5971  0.2739  0.088
H  -14.8838  22.4800  -2.5428  0.102
H  -13.9178  21.2279  -1.9585  0.108
H  -11.8848  22.2783  -3.1758  0.057
H  -12.8413  23.6496  -3.6570  0.075
H  -13.2108  22.0531  -4.2210  0.069
H  -11.7067  23.8130  -1.1228  0.100
H  -12.1892  23.7504  0.4910  0.076
H  -10.5785  21.9194  0.1810  0.056
H  -12.2127  21.1690  0.3688  0.045
H  -11.4660  21.3142  -1.1898  0.061
C  -3.0914  24.3696  4.7003  -0.083
C  -3.7125  25.3367  3.7467  -0.257
N  -4.5207  24.7083  2.6826  -0.198
C  -3.6450  23.9802  1.7055  -0.218
C  -4.3835  23.0004  0.7863  -0.070
C  -5.3829  25.6615  1.9646  -0.238
C  -6.5905  26.1987  2.7332  -0.064
H  -2.2860  24.8786  5.2298  0.083
H  -2.6918  23.4588  4.2543  0.071
H  -3.8733  24.0972  5.4092  0.062
H  -4.2673  26.0624  4.3413  0.113
H  -2.9011  25.9288  3.3233  0.113
H  -2.9625  24.6352  1.1641  0.117
H  -2.9515  23.3322  2.2414  0.099
H  -4.9441  23.4613  -0.0270  0.055
H  -3.6514  22.4346  0.2101  0.078
H  -5.0544  22.3231  1.3147  0.066
H  -5.8386  25.2186  1.0790  0.108
H  -4.7275  26.4336  1.5616  0.117
H  -7.2845  25.3803  2.9247  0.048
H  -7.1015  26.9410  2.1200  0.079
H  -6.2213  26.7080  3.6234  0.066
C  -12.9298  22.1990  3.9420  -0.085
C  -13.0632  23.6888  3.9688  -0.273
N  -12.0671  24.3359  4.7860  -0.192
C  -12.3224  25.7566  5.0763  -0.249
C  -11.6720  26.2612  6.3664  -0.077
C  -10.6304  24.0588  4.4338  -0.213
C  -10.3068  24.7243  3.0810  -0.066
H  -13.8333  21.7986  3.4821  0.061
H  -12.8064  21.6982  4.9023  0.070
H  -12.1131  21.8358  3.3182  0.067
H  -13.0065  24.0850  2.9549  0.089
H  -14.0405  24.0073  4.3314  0.118
H  -12.0293  26.3589  4.2163  0.099
H  -13.4002  25.9171  5.0513  0.109
H  -11.9326  25.6848  7.2541  0.070
H  -10.5854  26.2307  6.2852  0.057
H  -11.9367  27.3001  6.5627  0.069
H  -10.3675  23.0079  4.5547  0.092
H  -9.9977  24.5511  5.1723  0.089
H  -10.1376  25.8001  3.1270  0.072
H  -11.0762  24.5086  2.3396  0.051
H  -9.3719  24.2410  2.7970  0.049
C  -8.0162  17.9726  0.1941  -0.100
O  -7.2854  19.2100  0.0319  -0.148
H  -8.3064  17.6604  -0.8091  0.085
H  -7.3302  17.2540  0.6426  0.072
H  -8.8794  18.0502  0.8552  0.065
H  -7.1385  19.6054  0.8943  0.025
C  -7.3217  21.9984  -2.4693  -0.140
O  -8.2621  21.1699  -1.7582  -0.142
H  -6.4973  21.5209  -2.9988  0.072
H  -7.9267  22.6070  -3.1413  0.075
H  -6.8399  22.6170  -1.7121  0.055
H  -7.7839  20.5919  -1.1591  0.016
C  -8.4895  21.1574  2.1494  -0.122
O  -7.1403  20.7492  2.4470  -0.152
H  -8.4176  21.9670  1.4232  0.082
H  -9.1713  20.3982  1.7662  0.059
H  -8.9850  21.4547  3.0736  0.064
H  -6.6317  21.4164  2.9138  0.006
C  -6.7506  23.1511  4.9446  -0.079
O  -6.0149  22.7309  3.7558  -0.155
H  -6.0738  23.5666  5.6912  0.072
H  -7.4649  23.9314  4.6816  0.055
H  -7.3198  22.3368  5.3928  0.069
H  -5.3742  23.3927  3.4852  0.013

Output
Orbital gap   8.6 eV
E_LUMO   0.65 eV
Multiplicity   1

Which of these has the highest orbital gap?
C40H106N6O4

What is the orbital gap in the first record?
6.2 eV

What is the E_LUMO in the first record?
-3.53 eV